Run A
The molecule CH4NOP. Source: OMol25; level of theory: ωB97M-V/def2-TZVPD.

HOMO-LUMO gap = 9.986 eV
E_HOMO = -9.13 eV
SMILES string = NP1CO1
LUMO level = 0.85 eV

Last column: Mulliken charge in e.
CARTESIAN COORDINATES (ANGSTROEM)
N 1.4149 -0.6626 0.3300  -0.699
P -0.6160 -0.8491 -0.3099  0.208
C -0.8894 0.9151 -0.3021  -0.237
O -1.3057 0.0500 0.7624  -0.247
H 1.4551 -1.4183 1.1211  0.240
H 1.8100 -0.9365 -0.5532  0.219
H -1.7178 1.1985 -0.9088  0.253
H -0.1512 1.7028 -0.1395  0.265

Run B
The molecule CH4NOP. Source: OMol25; level of theory: ωB97M-V/def2-TZVPD.

HOMO-LUMO gap = 8.725 eV
E_HOMO = -9.23 eV
SMILES string = NCP=O
LUMO level = -0.51 eV

Last column: Mulliken charge in e.
CARTESIAN COORDINATES (ANGSTROEM)
N -0.7419 -0.2816 0.6211  -0.549
C 0.5304 -0.4305 -0.0964  -0.361
P 0.6388 0.8464 -1.3673  0.353
O -0.5676 1.5817 -1.0463  -0.470
H -1.0696 0.7278 0.4280  0.284
H -0.7099 -0.5324 1.6130  0.218
H 1.3396 -0.4362 0.6008  0.319
H 0.5801 -1.4752 -0.7529  0.206

Most stable to least stable, the ends of the list are run B and run A.

Run A
The molecule CH4NOP. Source: OMol25; level of theory: ωB97M-V/def2-TZVPD.

HOMO-LUMO gap = 9.007 eV
E_HOMO = -9.33 eV
SMILES string = O=NCP
LUMO level = -0.33 eV

Last column: Mulliken charge in e.
CARTESIAN COORDINATES (ANGSTROEM)
O 1.8831 0.4701 0.3629  -0.279
N 1.3757 -0.6282 0.2252  0.002
C 0.0771 -0.6194 -0.2020  -0.385
P -0.5394 1.1421 -0.3219  -0.003
H -0.5392 -1.2210 0.5205  0.317
H -0.0265 -0.9296 -1.3367  0.297
H -0.5019 1.2449 1.0954  0.038
H -1.7290 0.5411 -0.3434  0.014

Run B
A cluster of 2 separate species, CH4NOP in total. Source: OMol25; level of theory: ωB97M-V/def2-TZVPD.

HOMO-LUMO gap (alpha / beta) = 7.170 / 7.171 eV
E_HOMO (alpha / beta) = -7.85 / -7.87 eV
LUMO level (alpha / beta) = -0.68 / -0.70 eV

Last column: Mulliken charge in e.
CARTESIAN COORDINATES (ANGSTROEM)
C 0.1896 0.7067 -0.8690  -0.598
N -1.0323 0.7761 -1.1189  -0.413
O 0.1581 -1.2116 1.8175  -0.374
P 0.4932 -2.3987 0.7939  0.051
H 0.2931 -0.4715 1.2703  0.353
H 0.7951 -0.0713 -1.3365  0.374
H 0.6269 1.1022 0.0183  0.346
H -1.5237 1.5680 -0.5756  0.261

Run C
The molecule CH4NOP. Source: OMol25; level of theory: ωB97M-V/def2-TZVPD.

HOMO-LUMO gap = 9.693 eV
E_HOMO = -8.92 eV
SMILES string = [H]/N=C/PO
LUMO level = 0.78 eV

Last column: Mulliken charge in e.
CARTESIAN COORDINATES (ANGSTROEM)
H -1.2181 -2.0915 -1.1844  0.241
N -1.0364 -1.1388 -1.1624  -0.552
C -0.3057 -0.7133 -0.2229  0.108
P 0.3218 0.9681 -0.3365  0.082
O 0.9624 0.9754 1.1992  -0.529
H 0.2046 -1.2067 0.6720  0.274
H -0.7874 1.8698 -0.2348  0.040
H 1.8588 1.3370 1.2699  0.337

Most stable to least stable, the ends of the list are run C and run A.

Run A
A structure of composition C5H14N2O. Source: OMol25; level of theory: ωB97M-V/def2-TZVPD.

HOMO-LUMO gap = 6.600 eV
E_HOMO = -5.74 eV
LUMO level = 0.86 eV

Last column: Mulliken charge in e.
CARTESIAN COORDINATES (ANGSTROEM)
C 1.3274 0.3763 -0.1834  0.461
C 0.6426 1.4767 0.4025  -0.551
C -1.2381 -0.9412 -0.1558  -0.395
C 1.7733 0.3917 -1.6033  -1.390
C -0.5394 -2.1663 0.3675  -0.915
N -1.0316 0.6170 0.7103  -0.100
N -2.1725 1.4949 0.7655  -0.753
O 1.9842 -0.4797 0.7096  -0.531
H 2.7823 -0.0542 1.0604  0.286
H -0.8538 0.3109 1.6669  0.338
H -2.9864 0.9580 1.0653  0.264
H -2.3637 1.7732 -0.1946  0.253
H 1.0539 1.9154 1.3152  0.306
H 0.4005 2.2793 -0.2891  0.257
H -1.0763 -0.7422 -1.2102  0.239
H -2.3212 -1.0302 0.0036  0.439
H 2.1938 -0.5626 -1.9259  0.313
H 2.5150 1.1939 -1.7606  0.333
H 0.9052 0.6308 -2.2248  0.318
H -0.3009 -2.0740 1.4289  0.262
H -1.1153 -3.0788 0.1794  0.336
H 0.4209 -2.2890 -0.1275  0.229

Run B
A cluster of 2 separate species, C5H14N2O in total. Source: OMol25; level of theory: ωB97M-V/def2-TZVPD.

HOMO-LUMO gap = 7.751 eV
E_HOMO = -6.87 eV
LUMO level = 0.88 eV

Last column: Mulliken charge in e.
CARTESIAN COORDINATES (ANGSTROEM)
C -1.4432 -1.5547 -1.7602  -1.027
C -1.3430 0.4796 1.4424  -0.945
C 1.0426 0.4048 1.8624  -0.941
C 1.3546 1.3666 -0.8451  -0.917
C 0.0164 -1.3997 -1.4602  0.245
N -0.0217 0.3591 0.7730  0.714
N 0.0387 1.1113 -0.3279  -1.014
O 0.4735 -1.7620 -0.3091  -0.598
H -1.7143 -0.5794 -1.5035  0.265
H -1.5367 -1.7817 -2.7941  0.368
H -1.9311 -2.3537 -1.2724  0.290
H -1.2817 1.3040 2.1384  0.377
H -2.0716 0.8455 0.6073  0.347
H -1.6394 -0.4395 1.9241  0.284
H 2.0252 0.4388 1.4227  0.312
H 0.9720 1.3562 2.5431  0.280
H 0.9011 -0.5149 2.3553  0.425
H 2.0150 0.4946 -0.6578  0.325
H 1.3827 1.5259 -1.9523  0.281
H 1.9362 2.3799 -0.5540  0.232
H 0.6469 -0.8821 -2.1701  0.344
H 0.1775 -0.7985 0.5379  0.353

Most stable to least stable, the ends of the list are run B and run A.

Run A
A cluster of 2 separate species, C5H14N2O in total. Source: OMol25; level of theory: ωB97M-V/def2-TZVPD.

HOMO-LUMO gap = 9.920 eV
E_HOMO = -8.89 eV
SMILES string = C/C=N\C.COCN
LUMO level = 1.03 eV

Last column: Mulliken charge in e.
CARTESIAN COORDINATES (ANGSTROEM)
C 2.2912 0.1908 -0.2318  -1.232
C 1.0000 -0.0548 -0.9809  0.349
N 0.4597 -1.2359 -1.0811  -0.496
C 0.9403 -2.3916 -0.3766  -0.825
H 2.6797 1.1936 -0.3939  0.324
H 2.0908 0.0470 0.8316  0.277
H 3.0404 -0.5626 -0.4798  0.374
H 0.8947 0.5367 -1.8931  0.339
H 0.2561 -2.6825 0.4265  0.285
H 1.0189 -3.2155 -1.0970  0.320
H 1.8674 -2.4128 0.2093  0.317
C -1.5601 2.3171 -0.3498  -0.732
O -0.5564 1.4372 0.1039  -0.375
C -1.0396 0.3270 1.3313  -0.424
N -1.8428 -0.7092 0.8945  -0.460
H -1.1541 3.1961 -0.8548  0.247
H -2.1647 2.7083 0.4772  0.267
H -2.2249 1.8026 -1.0599  0.285
H -0.0557 0.0709 1.7033  0.161
H -1.5475 0.9628 2.0587  0.411
H -1.5728 -1.0554 -0.0232  0.294
H -2.8205 -0.4700 0.7859  0.294

Run B
The molecule C5H14N2O. Source: OMol25; level of theory: ωB97M-V/def2-TZVPD.

HOMO-LUMO gap = 10.554 eV
E_HOMO = -9.57 eV
SMILES string = CCCCC(N)(N)O
LUMO level = 0.98 eV

Last column: Mulliken charge in e.
CARTESIAN COORDINATES (ANGSTROEM)
C -0.3176 -3.2921 0.1859  -1.273
C -0.3922 -1.8836 0.7429  -0.427
C -0.0214 -0.7492 -0.4410  -0.612
C -0.8063 0.4846 -0.1803  -0.602
C 0.1794 1.8529 -0.1409  0.453
N 1.0788 1.8522 0.9535  -0.682
N 0.9671 2.0531 -1.3032  -0.767
O -0.6573 2.9622 -0.0174  -0.584
H -0.4498 -4.0453 0.9712  0.377
H -1.1113 -3.4603 -0.5504  0.336
H 0.6431 -3.4785 -0.3044  0.311
H -1.3773 -1.7175 1.1884  0.354
H 0.3414 -1.7354 1.5403  0.268
H 1.0657 -0.6557 -0.4738  0.382
H -0.3185 -1.1749 -1.4044  0.312
H -1.3900 0.4878 0.7455  0.399
H -1.5297 0.6512 -0.9865  0.336
H 1.3863 2.8154 1.0873  0.304
H 0.5442 1.6468 1.7944  0.247
H 1.4555 2.9406 -1.2011  0.238
H 1.7059 1.3545 -1.2880  0.293
H -0.9961 3.0911 -0.9180  0.335

Most stable to least stable, the ends of the list are run B and run A.

Run A
A cluster of 2 separate species, C5H14N2O in total. Source: OMol25; level of theory: ωB97M-V/def2-TZVPD.

HOMO-LUMO gap = 9.761 eV
E_HOMO = -9.08 eV
SMILES string = C/N=C\N.CCCO
LUMO level = 0.68 eV

Last column: Mulliken charge in e.
CARTESIAN COORDINATES (ANGSTROEM)
C -1.8647 -1.7090 -3.0635  -0.678
N -0.9665 -0.6555 -2.5713  -0.431
C -0.6326 -0.6619 -1.3297  0.188
N -0.9581 -1.6239 -0.3224  -0.688
H -1.3333 -2.2963 -3.8390  0.230
H -2.7630 -1.2514 -3.4825  0.245
H -2.1572 -2.3968 -2.2195  0.309
H 0.0179 0.0798 -0.8726  0.186
H -0.0892 -1.7877 0.2036  0.332
H -1.5081 -1.1313 0.3950  0.249
C 0.3626 2.6653 2.5743  -1.340
C 0.4334 1.5218 1.5384  -0.015
C 1.6988 0.7018 1.7028  -0.385
O 1.6715 -0.3543 0.7241  -0.425
H 1.2495 3.3772 2.4951  0.311
H -0.5475 3.2418 2.4918  0.368
H 0.4050 2.2514 3.6080  0.331
H 0.4161 1.9308 0.5046  0.291
H -0.4341 0.8592 1.6387  0.124
H 1.7396 0.2768 2.7416  0.259
H 2.6187 1.3186 1.5630  0.301
H 2.5009 -0.7900 0.7007  0.238

Run B
A cluster of 3 separate species, C5H14N2O in total. Source: OMol25; level of theory: ωB97M-V/def2-TZVPD.

HOMO-LUMO gap (alpha / beta) = 7.841 / 8.091 eV
E_HOMO (alpha / beta) = -7.07 / -7.34 eV
LUMO level (alpha / beta) = 0.77 / 0.75 eV

Last column: Mulliken charge in e.
CARTESIAN COORDINATES (ANGSTROEM)
C 0.5642 0.3913 0.8239  -0.035
C 2.2179 1.0799 -0.3300  -0.470
C -2.0679 -1.4030 0.3505  -0.912
C -2.7088 0.8750 0.0290  -0.878
C 2.9216 -0.1087 -0.9112  -0.949
N -1.7459 -0.0251 0.6110  -0.171
N -0.0470 0.4811 -0.3487  -0.432
O 0.9410 -0.7350 1.4621  -0.454
H 0.9391 -1.4849 0.8513  0.338
H 0.0532 -0.3674 -0.9074  0.250
H 0.4259 1.2047 1.5270  0.426
H 1.9132 1.8447 -1.0337  0.309
H 2.6848 1.5164 0.5485  0.312
H -3.0379 -1.6751 0.7961  0.345
H -2.8728 0.7103 -1.0505  0.303
H -1.3241 -2.0630 0.8112  0.231
H -2.1411 -1.6516 -0.7265  0.319
H -3.6857 0.7668 0.5260  0.332
H -2.3827 1.9064 0.1723  0.268
H 2.3686 -0.5310 -1.7538  0.286
H 3.9179 0.1623 -1.2823  0.333
H 3.0665 -0.8940 -0.1647  0.250

Run C
The molecule C5H14N2O. Source: OMol25; level of theory: ωB97M-V/def2-TZVPD.

HOMO-LUMO gap = 10.152 eV
E_HOMO = -9.49 eV
SMILES string = NCCC[C@@H](N)CO
LUMO level = 0.66 eV

Last column: Mulliken charge in e.
CARTESIAN COORDINATES (ANGSTROEM)
N 0.1628 -1.4384 -3.1036  -0.670
C 0.0792 -1.7282 -1.6390  -0.450
C -0.8197 -0.7046 -0.9261  -0.722
C -1.0063 -0.6853 0.6170  -0.632
C 0.1877 0.0565 1.3834  0.174
N 1.4229 0.1900 0.5537  -0.649
C -0.3308 1.4043 1.8492  -0.605
O 0.2391 2.6035 1.3779  -0.514
H -0.7866 -1.1798 -3.3763  0.267
H 0.6961 -0.6054 -3.1136  0.254
H -0.4206 -2.7953 -1.6487  0.285
H 1.0843 -1.8915 -1.2742  0.408
H -1.9064 -0.8432 -1.1580  0.314
H -0.5241 0.3516 -1.1189  0.307
H -1.1300 -1.8046 0.8019  0.404
H -1.8227 0.0926 0.9244  0.195
H 0.4721 -0.6059 2.2771  0.325
H 2.1356 0.8475 1.0097  0.244
H 1.1326 0.6664 -0.3075  0.254
H -0.3539 1.4588 2.9648  0.306
H -1.3536 1.5149 1.4687  0.220
H 1.1038 2.6488 1.6684  0.286

Most stable to least stable, the ends of the list are run A and run B.

Run A
A structure of composition C5H14N2O. Source: OMol25; level of theory: ωB97M-V/def2-TZVPD.

HOMO-LUMO gap = 8.438 eV
E_HOMO = -7.78 eV
LUMO level = 0.66 eV

Last column: Mulliken charge in e.
CARTESIAN COORDINATES (ANGSTROEM)
C -1.5426 -1.9432 -0.5643  -0.621
O -2.6089 -1.0513 -0.2420  -0.531
H -2.5460 -0.1340 -0.5254  0.296
H -1.9200 -2.9622 -0.4235  0.285
H -1.2868 -1.8841 -1.6311  0.191
H -0.1344 -0.3842 -0.7998  -0.561
C 1.9684 -0.4640 -0.3333  -1.595
C 0.7545 1.6250 -1.0855  -1.941
C 0.0980 0.4078 1.0604  0.243
C 0.6500 0.3161 -0.3168  1.897
N -0.2454 1.6144 1.5849  -0.383
N -0.2124 -0.7367 1.5983  -0.594
H 0.0331 2.4584 1.1163  0.183
H -0.7941 1.6502 2.4287  0.217
H -0.6929 -0.6761 2.4914  0.155
H -0.7769 -1.6947 0.5342  0.328
H 1.8653 -1.3916 0.2253  0.377
H 2.7692 0.1149 0.1294  0.384
H 2.2479 -0.7099 -1.3570  0.396
H 1.5062 2.2917 -0.6535  0.404
H -0.2052 2.1404 -1.1305  0.453
H 1.0732 1.4131 -2.1062  0.416

Run B
A cluster of 2 separate species, C5H14N2O in total. Source: OMol25; level of theory: ωB97M-V/def2-TZVPD.

HOMO-LUMO gap = 9.757 eV
E_HOMO = -9.04 eV
SMILES string = CC(=O)CN.CNC
LUMO level = 0.72 eV

Last column: Mulliken charge in e.
CARTESIAN COORDINATES (ANGSTROEM)
C -1.8147 0.4778 0.6188  -0.981
C -1.2103 1.4648 -0.3461  0.786
O -0.9666 2.6154 0.0328  -0.605
C -0.8674 1.0351 -1.7690  -0.506
N -1.6145 -0.1294 -2.2483  -0.604
H -1.3923 0.6503 1.6130  0.247
H -2.8971 0.6216 0.6519  0.342
H -1.5872 -0.5530 0.3440  0.234
H -1.0828 1.8779 -2.4338  0.346
H 0.2053 0.8253 -1.8149  0.209
H -1.3376 -0.9802 -1.7644  0.274
H -2.6160 0.0009 -2.1179  0.258
C 1.1201 -1.4260 1.7589  -0.848
N 1.5597 -1.2503 0.3825  -0.400
C 2.4978 -0.1407 0.2703  -0.834
H 0.3027 -2.1533 1.7923  0.331
H 1.9342 -1.8176 2.3767  0.333
H 0.7570 -0.4913 2.1977  0.269
H 0.7635 -1.0799 -0.2251  0.234
H 2.9360 -0.1359 -0.7323  0.307
H 3.3173 -0.2308 0.9903  0.329
H 1.9929 0.8192 0.4225  0.278

Run C
The molecule C5H14N2O. Source: OMol25; level of theory: ωB97M-V/def2-TZVPD.

HOMO-LUMO gap = 9.091 eV
E_HOMO = -8.43 eV
SMILES string = CC(C)(C)N[NH2+]C[O-]
LUMO level = 0.66 eV

Last column: Mulliken charge in e.
CARTESIAN COORDINATES (ANGSTROEM)
C -0.5749 0.7680 1.1982  -1.657
C -0.8413 -0.0520 -0.0671  1.544
C -0.9473 -1.5459 0.2800  -1.566
C -2.1361 0.4209 -0.7365  -1.738
N 0.2278 0.2245 -1.0600  -0.446
N 1.5329 -0.2182 -0.6622  -0.172
C 2.5976 0.7614 0.1888  -0.231
O 2.7737 -0.0642 1.1966  -0.772
H -1.3973 0.6352 1.9016  0.432
H 0.3473 0.4572 1.6895  0.378
H -0.4972 1.8269 0.9526  0.382
H -1.1013 -2.1461 -0.6204  0.365
H -0.0520 -1.9018 0.7903  0.382
H -1.7916 -1.7183 0.9481  0.402
H -2.3570 -0.1648 -1.6327  0.406
H -2.0571 1.4702 -1.0205  0.414
H -2.9750 0.3065 -0.0502  0.391
H -0.0143 -0.2360 -1.9338  0.344
H 1.7766 -0.8406 0.2805  0.320
H 2.0272 -0.5937 -1.4684  0.297
H 2.0135 1.6850 0.3241  0.219
H 3.4458 0.9258 -0.4984  0.309

Most stable to least stable, the ends of the list are run B and run C.